Density functional theory data (wB97M-V/def2-TZVPD) for an isolated molecule of C4H7NO2.

Each line ends with the natural charge from an NBO analysis.
Cartesian coordinates (Å):
1 O -0.064 0.241 -2.688  -0.514
2 C -0.497 0.443 -1.581  0.436
3 C -0.016 -0.084 -0.271  -0.082
4 C -1.073 -0.678 0.648  -0.053
5 O -0.612 -0.763 1.969  -0.711
6 C 0.978 0.886 0.252  -0.229
7 N 1.323 -0.521 0.069  -0.599
8 H -1.293 1.197 -1.383  0.111
9 H -1.349 -1.672 0.256  0.171
10 H -1.975 -0.057 0.648  0.185
11 H 0.276 -1.152 1.905  0.484
12 H 0.834 1.271 1.254  0.217
13 H 1.390 1.580 -0.480  0.203
14 H 1.949 -0.670 -0.716  0.381

Results
- relative energy (zero: lowest compared OMol25 entry of this formula, charge and spin) (kcal per mole) = 58.3
- calculated total energy (Ha) = -361.7879
- lowest unoccupied orbital energy (eV) = 0.89
- frontier orbital gap (eV) = 10.9723
- largest force on an atom (eV Å⁻¹) = 0.512

---

Density functional theory data (wB97M-V/def2-TZVPD) for the ion C5H14N with charge +1 at a distorted geometry.

Each line ends with the natural charge from an NBO analysis.
Cartesian coordinates (Å):
1 C 1.394 0.227 -1.843  -0.613
2 C 1.863 0.457 -0.381  -0.400
3 C 0.826 -0.010 0.639  -0.408
4 C -0.448 0.838 0.589  -0.435
5 C -1.683 0.106 1.074  -0.219
6 N -1.834 -1.226 0.412  -0.671
7 H 0.745 1.011 -2.252  0.208
8 H 2.238 0.144 -2.513  0.239
9 H 0.833 -0.708 -1.905  0.177
10 H 2.815 -0.057 -0.287  0.228
11 H 2.052 1.522 -0.254  0.214
12 H 0.708 -1.079 0.443  0.168
13 H 1.222 -0.013 1.665  0.229
14 H -0.282 1.703 1.217  0.255
15 H -0.602 1.190 -0.435  0.221
16 H -1.568 -0.094 2.142  0.227
17 H -2.630 0.635 0.968  0.237
18 H -2.792 -1.573 0.552  0.449
19 H -1.143 -1.889 0.774  0.451
20 H -1.714 -1.184 -0.603  0.443

Results
- charge = +1
- relative energy (zero: lowest compared OMol25 entry of this formula, charge and spin) (kcal per mole) = 5.7
- calculated total energy (Ha) = -253.4091
- lowest unoccupied orbital energy (eV) = -3.71
- frontier orbital gap (eV) = 11.4676
- largest force on an atom (eV Å⁻¹) = 1.139

---

Density functional theory data (wB97M-V/def2-TZVPD) for a structure of composition C24H28As2N3ORe at a distorted geometry.

Each line ends with the natural charge from an NBO analysis.
Cartesian coordinates (Å):
1 Re 0.420 0.291 -0.616  1.102
2 C 2.002 -3.248 -2.696  -0.702
3 C 1.764 -2.006 -1.924  0.321
4 N 0.604 -1.525 -1.633  -0.345
5 N -0.552 -2.084 -2.092  -0.306
6 C -1.550 -1.305 -1.892  0.557
7 O -1.244 -0.081 -1.281  -0.546
8 C -2.920 -1.519 -2.267  -0.130
9 C -3.883 -0.521 -2.071  -0.169
10 C -5.190 -0.748 -2.453  -0.202
11 C -5.542 -1.967 -3.028  -0.100
12 C -4.588 -2.963 -3.224  -0.193
13 C -3.278 -2.747 -2.847  -0.142
14 C 2.854 -1.142 -1.436  0.231
15 C 4.194 -1.399 -1.634  -0.192
16 C 5.141 -0.488 -1.174  -0.058
17 C 4.717 0.665 -0.531  -0.201
18 C 3.362 0.877 -0.373  0.081
19 N 2.440 -0.009 -0.798  -0.533
20 H 1.060 -3.721 -2.954  0.286
21 H 2.611 -3.943 -2.114  0.272
22 H 2.548 -3.020 -3.615  0.280
23 H -3.604 0.431 -1.639  0.215
24 H -5.939 0.019 -2.315  0.248
25 H -6.566 -2.141 -3.330  0.252
26 H -4.873 -3.904 -3.673  0.254
27 H -2.529 -3.512 -2.998  0.241
28 H 4.498 -2.300 -2.150  0.273
29 H 6.197 -0.675 -1.324  0.278
30 H 5.423 1.395 -0.162  0.281
31 H 2.977 1.760 0.124  0.230
32 C 1.092 -2.017 2.239  -0.941
33 As 0.036 -0.491 1.702  1.254
34 C -1.831 -0.970 1.907  -0.914
35 C 0.480 1.018 2.816  -0.392
36 C 0.857 0.806 4.136  -0.185
37 C 1.121 1.896 4.956  -0.148
38 C 1.015 3.186 4.456  -0.155
39 C 0.646 3.400 3.134  -0.135
40 C 0.373 2.320 2.304  -0.366
41 As -0.143 2.569 0.452  1.022
42 C 0.748 4.172 -0.163  -0.921
43 C -2.030 3.011 0.435  -0.901
44 H 0.749 -2.369 3.213  0.281
45 H 2.142 -1.735 2.306  0.264
46 H 0.955 -2.818 1.513  0.266
47 H -2.050 -0.990 2.976  0.282
48 H -1.991 -1.959 1.479  0.272
49 H -2.467 -0.239 1.414  0.257
50 H 0.945 -0.194 4.544  0.237
51 H 1.410 1.736 5.985  0.262
52 H 1.221 4.032 5.098  0.261
53 H 0.575 4.416 2.765  0.231
54 H 0.311 5.042 0.327  0.272
55 H 0.607 4.269 -1.239  0.271
56 H 1.812 4.127 0.066  0.254
57 H -2.205 3.797 1.170  0.273
58 H -2.634 2.140 0.685  0.246
59 H -2.297 3.373 -0.557  0.269

Results
- charge = +3
- relative energy (zero: lowest compared OMol25 entry of this formula, charge and spin) (kcal per mole) = 0.0
- multiplicity = 2
- calculated total energy (Ha) = -5719.6776
- lowest unoccupied orbital energy (alpha / beta) (eV) = -11.59 / -11.29
- frontier orbital gap (alpha / beta) (eV) = 5.2242 / 5.5069
- largest force on an atom (eV Å⁻¹) = 1.348